(1)
# C18H31N4O4PS

C18H31N4O4PS as an isolated structure (ωB97M-V with the def2-TZVPD basis set, the OMol25 dataset).

Calculated values
Lowest unoccupied orbital energy in eV: -0.3
Total charge: 0
Highest occupied orbital energy in eV: -8.174
Gap between HOMO and LUMO in eV: 7.857

```
59
Properties=species:S:1:pos:R:3:forces:R:3:nbo_charge:R:1
C 3.440749 -1.892669 2.801900 0.0 0.6 -0.7 -0.62
C 2.413337 -0.733939 2.562914 1.3 -0.6 0.1 -0.22
N 2.283352 -0.565164 1.105007 -0.7 0.3 0.6 -0.67
C 1.561734 0.610023 0.720302 -0.5 0.5 -0.3 0.08
C 0.180607 0.901455 1.147348 -0.1 1.0 -0.5 0.37
O -0.520982 0.034567 1.966291 0.6 -0.2 -0.7 -0.54
C -0.773265 -1.233953 1.343653 -0.9 -0.6 0.0 -0.06
C -1.777451 -1.207577 0.171086 -1.5 -1.1 0.3 -0.27
C -3.243462 -0.852540 0.641735 0.7 0.4 0.6 -0.62
C -1.847610 -2.690461 -0.371421 0.9 0.7 -0.7 -0.39
C -2.021553 -2.792400 -1.929619 0.1 -0.9 0.2 -0.21
C -0.616637 -2.958577 -2.577915 -0.3 0.0 0.3 -0.62
C -2.881674 -1.669843 -2.566437 0.2 -0.8 -0.3 -0.62
C -0.461885 2.077545 0.779452 0.6 -0.2 -0.1 -0.13
C -1.877165 2.403081 1.260541 -0.5 -0.1 -0.1 -0.23
N -2.515004 3.527676 0.573986 0.4 0.0 0.8 -0.62
C -3.721012 4.004526 1.259216 -0.4 0.4 -1.4 -0.41
C 0.305270 2.978926 -0.056707 1.5 1.6 -1.2 0.19
N -0.050317 4.190600 -0.532295 -0.4 -0.2 0.1 -0.61
S 1.116677 4.831662 -1.424277 0.1 -0.9 0.5 0.91
N 2.259127 3.657246 -1.296711 -0.7 0.3 0.2 -0.63
C 1.696602 2.737735 -0.532278 -1.6 -2.0 1.6 0.06
C 2.253547 1.493527 -0.070633 1.2 -0.1 -0.5 0.10
C 3.698245 1.158240 -0.460885 0.2 -0.2 0.5 -0.85
P 3.689165 -0.109142 -1.811799 -1.6 0.1 0.5 2.31
O 2.291327 -0.464685 -2.122316 0.3 -0.1 -0.5 -1.12
O 4.437164 -1.456033 -1.266882 0.3 1.2 -0.9 -0.97
O 4.467970 0.553674 -3.085870 0.0 -0.4 1.4 -0.96
H 4.032139 -1.741946 3.721407 -0.6 -0.3 -0.2 0.22
H 2.978113 -2.891946 2.735724 0.2 0.4 0.3 0.20
H 4.165156 -1.819234 1.964126 -0.3 -0.1 0.4 0.22
H 2.925571 0.178457 2.931150 -0.7 -0.3 -0.1 0.19
H 1.460352 -0.893845 3.097725 0.4 0.2 -0.2 0.19
H 1.949525 -1.402146 0.637532 0.1 0.2 0.0 0.38
H -1.222020 -1.877622 2.129652 0.3 0.4 -0.2 0.19
H 0.133920 -1.760923 1.002648 -0.2 0.6 0.2 0.17
H -1.510553 -0.486889 -0.619883 0.3 -0.4 0.3 0.22
H -3.166754 -0.257811 1.571948 -0.3 -0.1 -0.5 0.21
H -3.829385 -1.752555 0.894883 0.3 0.3 -0.2 0.21
H -3.794855 -0.278669 -0.121230 0.2 -0.2 0.4 0.21
H -2.622279 -3.283915 0.141536 0.2 0.5 -0.1 0.20
H -0.875510 -3.172690 -0.131570 -0.6 0.0 -0.1 0.19
H -2.564136 -3.746238 -2.115427 0.2 0.5 0.1 0.19
H -0.690243 -3.365862 -3.603135 0.1 0.6 0.3 0.21
H -0.020050 -3.695949 -2.002281 -0.4 0.3 -0.3 0.20
H -0.067095 -1.999806 -2.523995 -0.1 -0.4 -0.4 0.23
H -3.790483 -1.515024 -1.962264 0.4 0.3 -0.2 0.21
H -2.284327 -0.753315 -2.714357 -0.5 -0.2 0.2 0.21
H -3.233899 -2.007650 -3.562879 0.3 0.3 0.4 0.21
H -2.531148 1.515260 1.160597 0.6 0.1 0.2 0.19
H -1.874601 2.657573 2.341553 0.3 -0.2 -0.5 0.21
H -2.719059 3.279315 -0.389773 0.0 0.2 0.2 0.35
H -3.627121 4.022758 2.354778 0.1 -0.2 -0.5 0.20
H -4.607626 3.427603 0.908983 0.2 0.2 0.8 0.17
H -3.896531 5.045009 0.911567 0.0 -0.5 0.4 0.20
H 4.171890 0.706744 0.430235 0.0 0.2 -0.6 0.28
H 4.227588 2.091712 -0.722907 -0.2 -0.5 -0.1 0.25
H 4.232091 -2.131180 -1.937498 0.1 -0.1 0.3 0.51
H 4.864477 1.377282 -2.756228 0.1 -0.2 -0.4 0.50
```
Positions in Å, forces in eV/Å.

=====

(2)
# C18H31N4O8

A 2-piece molecular cluster, C18H31N4O8 overall (ωB97M-V with the def2-TZVPD basis set, the OMol25 dataset).

Calculated values
Lowest unoccupied orbital energy in eV: 2.5
Total charge: -1
Highest occupied orbital energy in eV: -5.168
Gap between HOMO and LUMO in eV: 7.629

```
61
Properties=species:S:1:pos:R:3:forces:R:3:nbo_charge:R:1
O -3.750579 2.792553 1.882496 0.1 0.1 -0.1 -0.64
O 0.445804 -4.244272 4.253747 -0.1 0.1 0.4 -0.65
O 1.280907 0.595843 -0.566294 0.1 0.2 0.7 -0.80
O 4.271460 -3.468507 2.212740 -0.3 -0.3 -0.4 -0.64
O 0.195463 -0.601156 -2.091212 -0.3 -0.4 -0.1 -0.78
O -0.675496 4.712061 1.023366 -0.1 -0.1 -0.3 -0.74
O 0.160658 3.037621 -3.793939 -0.1 0.2 0.3 -0.74
O -1.114131 5.744161 -1.550559 0.1 -0.1 0.0 -0.73
C -2.813652 2.157704 2.339519 -0.2 0.4 -0.7 0.67
C 1.016910 -4.387051 3.183535 -0.6 -1.0 0.9 0.68
C 0.692423 -0.435531 -0.957650 -0.1 0.6 -0.8 0.75
C 3.568200 -3.747641 1.246372 0.3 0.6 1.6 0.66
N 4.056979 -4.389516 0.176142 -0.1 -0.8 -1.0 -0.61
N -1.602430 2.068483 1.682056 -0.2 -0.4 0.8 -0.63
N -1.880002 2.123873 -2.067373 0.9 -0.3 0.7 -0.45
N 1.383009 -3.331046 2.463812 1.1 0.6 -1.7 -0.59
C -2.987487 1.458020 3.673389 0.8 -0.1 0.0 -0.70
C 1.282786 -5.782703 2.656036 0.1 0.3 0.0 -0.71
C 5.447907 -4.815022 0.040227 -0.2 0.4 0.3 -0.41
C 0.611250 -1.605422 0.023857 0.3 -0.3 0.2 -0.51
C -2.324625 1.338781 -3.222100 0.2 0.2 0.6 -0.22
C -2.246622 1.722054 -0.702970 0.1 0.5 -1.0 -0.22
C -2.002659 2.241625 -4.413134 -0.6 0.1 -0.3 -0.43
C -1.464169 3.995516 0.056511 -0.2 -0.7 0.3 0.07
C -1.219197 3.417565 -3.830654 0.7 -0.5 0.1 0.11
C -0.975261 4.330007 -1.361365 0.2 0.1 0.6 0.09
C -1.349529 2.478102 0.292560 -0.3 0.0 -0.5 -0.09
C -1.777321 3.546426 -2.413988 -0.6 -0.7 0.6 -0.08
C 2.015111 -1.945533 0.529077 -0.3 -0.1 0.0 -0.37
C 2.088310 -3.332886 1.171791 0.0 0.0 0.3 -0.13
H -0.874023 4.345815 1.902130 0.0 0.1 -0.5 0.48
H 0.233742 2.269772 -3.181642 -0.1 0.4 -0.3 0.50
H -0.718438 6.171901 -0.769454 -0.2 -0.4 -0.4 0.48
H 3.444339 -4.520491 -0.614055 0.1 0.0 0.1 0.39
H -0.920908 1.426810 2.080376 -0.2 0.3 -0.2 0.40
H 1.207030 -2.434994 2.887848 0.0 0.0 0.1 0.41
H -3.501497 2.119392 4.375718 0.0 -0.1 -0.3 0.23
H -3.578109 0.548433 3.537249 0.0 0.1 0.0 0.24
H -2.014318 1.188249 4.092118 -0.1 -0.1 0.1 0.21
H 2.355474 -5.930225 2.552331 0.1 -0.1 -0.2 0.23
H 0.785012 -5.907620 1.697608 0.1 -0.1 -0.2 0.22
H 0.887407 -6.505564 3.367261 0.0 0.2 0.0 0.24
H 5.540690 -5.549181 -0.761015 -0.1 0.1 0.1 0.20
H 6.071173 -3.948178 -0.188030 0.2 -0.1 0.0 0.20
H 5.794111 -5.255455 0.977957 -0.1 0.1 -0.1 0.22
H -0.029904 -1.345691 0.869856 -0.1 0.0 0.0 0.19
H 0.187574 -2.480277 -0.476353 -0.1 0.1 0.0 0.20
H -3.397546 1.128613 -3.171027 -0.2 -0.1 0.0 0.15
H -1.785707 0.389088 -3.285920 0.0 0.1 0.3 0.24
H -2.104637 0.643228 -0.579470 0.1 0.1 -0.2 0.22
H -3.302488 1.949645 -0.526915 -0.2 0.0 0.3 0.18
H -2.931755 2.598919 -4.864895 0.0 0.0 -0.1 0.19
H -1.424283 1.709776 -5.174500 0.0 0.3 0.1 0.22
H -2.513740 4.294947 0.147736 0.0 0.1 0.0 0.18
H -1.353580 4.340001 -4.403419 0.4 -0.1 0.0 0.18
H 0.080236 4.046535 -1.439359 0.0 0.0 0.0 0.19
H -0.317596 2.208730 0.059498 0.1 -0.2 0.2 0.27
H -2.783076 3.978560 -2.461073 -0.3 0.5 -0.1 0.16
H 2.691312 -1.934860 -0.327952 0.1 0.1 0.1 0.22
H 2.350769 -1.189626 1.240958 0.2 0.0 -0.1 0.22
H 1.588718 -4.030363 0.500442 -0.2 -0.1 -0.1 0.19
```
Positions in Å, forces in eV/Å.

=====

(3)
# C18H31O4

C18H31O4 as an isolated structure (ωB97M-V with the def2-TZVPD basis set, the OMol25 dataset).

Calculated values
Lowest unoccupied orbital energy (spin up / spin down) in eV: 0.8 / 0.1
<S²>: 0.7541
Total charge: 0
Highest occupied orbital energy (spin up / spin down) in eV: -8.733 / -9.333
2S+1: 2
Gap between HOMO and LUMO (spin up / spin down) in eV: 9.577 / 9.457

```
53
Properties=species:S:1:pos:R:3:forces:R:3:lowdin_spin:R:1
C -0.499728 3.848156 1.748410 0.1 0.3 0.5 0.00
C -0.827079 2.588871 0.975886 -0.5 -0.3 -1.3 0.00
C -0.771780 1.351411 1.889882 -0.4 0.5 1.9 0.00
C -1.178112 0.090986 1.161802 0.6 -0.4 0.5 0.00
C -2.580000 -0.256882 0.755294 0.2 0.3 -0.4 0.00
C -2.818713 -1.639996 1.379351 -0.3 -0.3 0.1 0.00
C -2.190516 -2.252563 0.113412 -0.4 -0.1 -0.5 0.00
C -2.598279 -0.957168 -0.668415 0.1 -0.2 1.1 0.00
C -4.024225 -1.049425 -1.129162 -0.6 0.2 -0.2 0.00
C -1.740412 -0.479519 -1.808040 0.3 -0.2 -1.0 0.00
C -0.672039 -2.336079 0.314431 -1.1 -1.2 -0.5 0.00
C -0.286083 -1.157080 1.101625 1.6 3.5 0.4 0.01
O -0.244876 0.054770 0.181037 2.7 -1.9 -0.4 0.00
O 2.504366 -2.395560 0.396636 -4.0 1.0 0.3 0.65
C 3.202928 -1.309197 0.001971 0.9 -0.5 0.0 0.09
C 4.298376 -2.463304 0.068420 2.7 0.2 -0.5 0.15
C 3.462750 -0.163349 0.979176 0.1 0.1 0.4 0.01
C 3.050441 -0.682610 -1.389683 0.0 -0.1 -0.4 0.01
C 0.169969 2.520938 -0.193322 1.7 -0.8 0.4 0.00
O 1.388803 2.490513 -0.050000 -1.5 0.4 0.1 0.00
O -0.381661 2.505234 -1.419060 0.0 0.5 0.4 0.00
C 0.582758 2.576643 -2.476348 0.1 -0.1 -0.5 0.00
H -0.601963 4.754949 1.138492 0.1 -0.2 0.1 0.00
H -1.163414 3.940693 2.617479 0.1 0.0 -0.2 0.00
H 0.537298 3.772456 2.111495 -0.3 0.2 -0.1 0.00
H -1.813492 2.650105 0.486885 0.1 0.1 0.3 0.00
H 0.267897 1.294654 2.228536 0.0 -0.4 -0.2 0.00
H -1.326919 1.561516 2.829987 -0.1 0.0 -0.6 0.00
H -3.259900 0.579680 0.921239 -0.3 -0.1 0.0 0.00
H -2.256639 -1.883317 2.290557 -0.5 0.2 0.0 0.00
H -3.867267 -1.853242 1.471356 -0.4 -0.3 0.3 0.00
H -2.647049 -3.166113 -0.286722 0.3 0.0 0.1 0.00
H -4.097580 -1.684365 -2.009584 0.0 -0.1 -0.1 0.00
H -4.694875 -1.450197 -0.369493 0.0 0.0 0.0 0.00
H -4.381017 -0.052611 -1.415342 -0.1 -0.1 0.0 0.00
H -1.822753 -1.166286 -2.675104 -0.5 0.4 0.2 0.00
H -2.040173 0.548282 -2.070683 0.2 -0.4 -0.2 0.00
H -0.686009 -0.490869 -1.564783 -0.3 0.2 -0.3 0.00
H -0.405307 -3.268476 0.835528 -0.1 0.3 0.0 0.00
H -0.184379 -2.370072 -0.675472 0.1 0.1 0.6 0.00
H 0.535722 -1.228212 1.858564 -0.5 0.3 -1.1 0.00
H 4.110225 -3.270476 -0.658592 0.1 0.4 0.4 0.00
H 5.240116 -1.983201 -0.224436 0.3 0.1 -0.1 0.06
H 4.437152 -2.835803 1.096586 0.0 0.1 -0.6 0.00
H 2.765042 0.681372 0.819423 0.1 -0.6 0.1 0.00
H 3.430364 -0.497015 2.024161 0.0 0.0 -0.2 0.00
H 4.465498 0.242908 0.786139 -0.2 -0.1 0.0 0.00
H 2.431392 0.235585 -1.366252 0.0 -0.7 0.2 0.00
H 4.041439 -0.335833 -1.714906 -0.1 -0.1 0.1 0.00
H 2.683474 -1.382200 -2.152041 0.0 0.1 0.3 0.00
H 0.012956 2.740236 -3.397744 0.1 -0.1 0.3 0.00
H 1.297922 3.394481 -2.319638 -0.3 -0.2 0.0 0.00
H 1.145372 1.636557 -2.548961 -0.2 0.2 0.1 0.00
```
Positions in Å, forces in eV/Å.

=====

(4)
# C18H32Cl4O8

A 5-piece molecular cluster, C18H32Cl4O8 overall (ωB97M-V with the def2-TZVPD basis set, the OMol25 dataset).

Calculated values
SMILES string: O=C1C=C(O)C(=O)C=C1O.COCCOC.COCCOC.ClCCCl.ClCCCl
Lowest unoccupied orbital energy in eV: -1.8
Total charge: 0
Highest occupied orbital energy in eV: -9.555
Gap between HOMO and LUMO in eV: 7.746
Energy relative to the best compared isomer or geometry (same formula, charge and spin) in kJ/mol: 197.5

```
62
Properties=species:S:1:pos:R:3:forces:R:3:nbo_charge:R:1
O -39.363664 38.922950 -28.215239 2.5 0.1 0.9 -0.50
C -40.075244 38.158217 -28.781342 -3.9 -0.5 -0.9 0.47
C -41.366399 38.654515 -29.246066 -0.4 0.7 -0.9 -0.38
C -42.355029 37.941194 -29.806182 -1.7 -0.3 0.2 0.30
O -43.561997 38.498417 -30.051034 0.6 0.8 0.1 -0.65
C -42.275074 36.441855 -30.040761 0.1 0.0 -0.6 0.47
O -43.075950 35.769324 -30.714006 1.4 1.8 1.7 -0.51
C -41.062174 35.937023 -29.416706 1.8 -0.6 0.3 -0.38
C -40.027561 36.677845 -28.897487 1.1 -1.3 -0.1 0.31
O -38.857981 36.101249 -28.485590 -1.4 -0.6 -0.5 -0.64
H -41.459799 39.718833 -29.088203 -0.4 0.1 0.0 0.24
H -44.266347 37.856058 -30.164512 0.2 -0.6 -0.3 0.50
H -40.901155 34.874349 -29.522460 0.1 -0.2 0.1 0.24
H -38.207026 36.754475 -28.218840 -0.1 0.6 0.1 0.50
C -32.485030 42.685672 -23.379685 0.4 -0.6 -0.5 -0.25
O -32.088465 41.637659 -24.284487 -0.2 0.9 -0.1 -0.54
C -32.990847 41.560457 -25.395697 0.0 -1.3 0.9 -0.08
C -32.428527 40.564567 -26.429914 -0.8 -0.5 0.9 -0.08
O -32.470992 39.185785 -25.999480 -1.1 0.9 1.6 -0.56
C -31.809804 38.229878 -26.787565 0.5 1.7 -0.7 -0.24
H -33.417719 42.463239 -22.861299 -0.3 -0.1 -0.2 0.17
H -32.580012 43.608720 -23.951585 -0.1 0.3 0.2 0.17
H -31.731690 42.788810 -22.598691 0.2 0.0 -0.3 0.19
H -33.167193 42.500693 -25.918156 0.5 0.4 0.0 0.17
H -33.953733 41.324011 -24.942890 -0.4 -0.6 -0.4 0.18
H -31.435226 40.988586 -26.577071 0.4 -0.6 -0.4 0.18
H -33.048029 40.618607 -27.325126 0.2 0.3 -0.3 0.17
H -31.895240 38.658108 -27.786268 0.6 -0.6 -0.6 0.16
H -32.225892 37.222753 -26.813502 -0.4 0.3 0.6 0.19
H -30.782840 38.220075 -26.422410 0.3 -0.4 -0.5 0.17
C -28.425319 30.790490 -30.007479 0.1 0.4 0.3 -0.24
O -27.692212 29.926646 -29.190682 0.1 -1.2 -0.5 -0.54
C -27.776220 30.201354 -27.815498 0.4 -1.3 -0.2 -0.09
C -27.258628 28.946116 -27.048094 0.6 1.1 -1.4 -0.08
O -25.832049 28.762563 -27.293848 -0.4 1.1 1.3 -0.53
C -24.986590 29.625884 -26.498643 0.4 -0.2 -0.3 -0.27
H -29.493044 30.817243 -29.789874 -0.3 -0.1 0.4 0.16
H -28.357195 30.473626 -31.048178 0.5 0.1 0.1 0.20
H -28.025604 31.786836 -29.818776 -0.1 0.4 -0.6 0.16
H -28.830735 30.361687 -27.591031 -0.1 0.4 0.5 0.17
H -27.125132 31.050037 -27.605934 -0.3 0.4 0.4 0.17
H -27.742147 28.080039 -27.499994 0.1 0.0 0.2 0.20
H -27.557029 29.055825 -26.005493 0.4 -0.2 0.3 0.17
H -23.982812 29.709137 -26.915296 -0.1 -0.6 -0.6 0.19
H -24.784291 29.262746 -25.491030 -0.6 -0.3 0.2 0.17
H -25.256019 30.679655 -26.427473 -0.8 0.0 -0.1 0.17
Cl -24.905728 47.810259 -28.154230 0.1 0.5 0.1 -0.01
C -26.105975 46.620229 -27.745563 -2.2 -1.4 0.6 -0.42
C -27.176631 46.972006 -26.661515 1.1 0.4 -0.2 -0.39
Cl -26.272140 47.384947 -25.203174 0.2 0.6 0.9 -0.07
H -25.621329 45.713008 -27.384776 0.2 0.1 -0.2 0.22
H -26.685145 46.378184 -28.636673 0.3 0.0 -0.2 0.21
H -27.782522 46.151828 -26.276453 0.0 -0.3 -1.0 0.23
H -27.823650 47.799270 -26.953240 0.2 0.0 0.1 0.22
Cl -28.833610 37.948728 -18.953687 1.1 0.1 -0.6 -0.07
C -27.464592 38.327187 -20.119805 0.0 1.1 0.8 -0.37
C -27.904043 38.171863 -21.517526 -1.4 -1.2 -0.8 -0.37
Cl -28.175064 36.371175 -21.782223 0.3 0.7 -0.5 -0.10
H -26.549531 37.773707 -19.909039 -0.4 -0.3 0.3 0.23
H -27.234409 39.382884 -19.976237 -0.1 0.0 0.3 0.22
H -27.264844 38.612989 -22.282329 0.4 -0.5 0.2 0.23
H -28.894524 38.595373 -21.683897 0.1 0.1 0.2 0.23
```
Positions in Å, forces in eV/Å.

=====

| no. | calculated total energy (eV) |
| --- | --- |
| 1 | -53444.2686 |
| 2 | -41513.2466 |
| 3 | -27353.8760 |
| 4 | -85649.4385 |